{
  "formula": "C42H102N2O10",
  "method": "the ωB97M-V functional and the def2-TZVPD basis",
  "total_charge": 0,
  "mol_weight_g_mol": 795.3,
  "orbital_gap_ev": 8.874,
  "homo_ev": -8.42,
  "spin_multiplicity": 1,
  "relative_energy_kcal_mol": 74.1,
  "symbols": ["O", "O", "O", "O", "O", "O", "O", "O", "O", "O", "N", "N", "C", "C", "C", "C", "C", "C", "C", "C", "C", "C", "C", "C", "C", "C", "C", "C", "C", "C", "C", "C", "C", "C", "C", "C", "C", "C", "C", "C", "C", "C", "C", "C", "C", "C", "C", "C", "C", "C", "C", "C", "C", "C", "H", "H", "H", "H", "H", "H", "H", "H", "H", "H", "H", "H", "H", "H", "H", "H", "H", "H", "H", "H", "H", "H", "H", "H", "H", "H", "H", "H", "H", "H", "H", "H", "H", "H", "H", "H", "H", "H", "H", "H", "H", "H", "H", "H", "H", "H", "H", "H", "H", "H", "H", "H", "H", "H", "H", "H", "H", "H", "H", "H", "H", "H", "H", "H", "H", "H", "H", "H", "H", "H", "H", "H", "H", "H", "H", "H", "H", "H", "H", "H", "H", "H", "H", "H", "H", "H", "H", "H", "H", "H", "H", "H", "H", "H", "H", "H", "H", "H", "H", "H", "H", "H"],
  "xyz": [[-3.936526, -0.601111, -0.852289], [-3.408537, 4.572024, 5.177607], [3.757769, 1.426678, -6.879276], [-3.669069, -3.284583, 1.021223], [3.004538, 2.940144, 3.402866], [-3.880780, -1.052584, -3.519447], [4.654463, 1.897784, 0.529820], [1.877837, -3.391522, -0.830653], [-0.754275, -2.165273, -1.575275], [-1.885672, -3.110345, -3.829386], [2.967843, -2.590659, -0.357277], [-3.050483, 3.784167, 4.075056], [-2.591287, 4.712375, 3.042587], [2.863843, 1.189249, -5.853169], [2.541991, 2.341990, -0.309104], [3.542348, -4.154715, 1.496275], [-1.114023, -0.280905, -0.060124], [-1.842718, 1.905820, 3.146490], [3.671871, 0.918985, -4.605477], [4.067291, -2.706994, -1.313850], [-0.548144, -5.054529, -3.358394], [-1.256353, 2.856429, 2.084638], [-2.945678, 1.565526, 5.341348], [5.033130, -1.585289, -0.914422], [4.343207, -1.652566, 1.429405], [2.023359, -2.193101, 1.939971], [-2.313592, 3.919369, 1.783518], [4.847373, -4.025199, -1.368579], [-2.864266, 0.216882, -5.278405], [-6.279455, -0.834928, -0.345797], [-2.356511, -4.482622, 2.605815], [-0.283109, -0.834788, -1.144536], [4.005196, 2.492474, -0.599639], [-4.858111, 0.993503, 0.666280], [-2.719693, -3.087464, 2.059011], [-3.723843, 5.663086, 2.677316], [-2.165456, 2.662531, 4.431055], [3.573996, -2.421324, -2.729266], [-5.340079, 0.412603, -4.633375], [-1.943551, -4.559430, -3.354517], [1.880806, 2.331183, -5.665525], [-3.168736, -2.187797, 3.171595], [3.328515, 2.108559, 4.499657], [-0.946553, 3.144139, 5.266061], [-2.902852, -5.278675, -4.335808], [-4.125965, -0.444799, -4.833713], [3.052236, 0.580923, 4.216813], [0.021995, 0.113615, -2.265784], [3.208657, -2.675392, 1.105588], [5.483778, -1.674966, 0.527617], [4.761565, 2.400223, 4.879557], [4.404212, 3.955399, -0.871847], [-5.110384, 0.120950, -0.550042], [-1.419764, 5.648481, 3.392762], [-3.247565, -4.954623, 2.896825], [-3.875023, -4.766916, -4.232448], [-3.217010, 3.426592, 1.368665], [3.555080, 2.703763, 2.657288], [-6.000878, -0.177403, -4.029422], [-3.040392, -6.230651, -3.928789], [-7.192121, -0.296545, 0.028082], [2.679388, -4.872801, 1.392598], [-0.749661, 2.521504, 6.126154], [2.079716, -4.303746, -0.710706], [6.030824, -2.571702, 0.730872], [-0.965881, 0.557533, -2.664316], [-1.739114, -4.414201, 3.488914], [-4.296887, 4.253966, 5.231179], [-1.766090, 6.076930, 4.315733], [-1.496527, -2.630860, -3.079696], [-0.076503, -4.782462, -4.329627], [-5.444695, 1.886751, 0.514237], [-1.813906, -2.614160, 1.545289], [5.002307, 1.845451, 5.803325], [-1.065311, 4.192396, 5.678323], [-1.824569, -5.083031, 1.910188], [-1.032351, 0.821036, -0.086072], [3.125563, 0.702143, -3.663027], [6.195591, -0.871283, 0.797340], [3.708684, -4.247118, 2.584736], [3.017413, -3.301353, -3.138495], [-0.950322, 2.365759, 1.147928], [5.321727, 1.892388, 4.095981], [-3.506540, -1.235297, 2.741779], [0.037478, 3.030133, 4.732960], [-3.537829, 6.128781, 1.703910], [-5.025133, 0.468565, 1.595729], [1.317145, 2.198225, -4.814038], [4.221728, 1.889593, -1.469138], [0.600876, 0.948440, -1.954268], [-1.928271, 4.586546, 1.090964], [-1.181255, 1.104901, 3.297865], [-2.341123, 0.636199, 5.307139], [-2.425037, -4.535055, -2.345720], [-3.933951, 6.529854, 3.360730], [4.136646, -4.903628, -1.430940], [0.734407, -1.026314, -0.771616], [-0.838663, -0.666737, 0.920803], [4.096491, 4.283204, -1.843662], [-3.771082, 1.243933, 0.650160], [-5.693832, 0.855197, -5.558310], [-5.379493, 0.758476, -1.419360], [-3.236877, -1.789298, -3.637662], [3.429271, 2.010101, -7.555411], [-3.995817, -1.071811, -1.705874], [1.570873, -1.303818, 1.418823], [-1.428183, 6.430053, 2.618020], [-6.522899, -1.296787, -1.302843], [3.298053, -0.046351, 5.074200], [-2.592890, -5.287821, -5.369243], [2.036636, 0.520584, 3.833657], [-0.015516, -4.653293, -2.497611], [-3.015116, 1.842446, 6.399948], [2.349385, 2.917874, 0.636656], [2.272590, 1.335501, -0.134483], [-4.365693, -1.305697, -5.457943], [-0.497643, -6.153905, -3.257294], [5.558804, -3.994427, -0.510571], [-3.947344, -2.468992, 0.644585], [-2.764618, 1.429599, 2.700049], [4.346927, -2.050026, -3.399232], [-2.265207, -2.071971, 3.869176], [2.332488, 3.356279, -5.806932], [-2.141893, -0.560263, -0.292202], [1.127513, 2.356670, -6.470691], [-3.951677, 1.312191, 4.936047], [1.939124, 2.800476, -1.063144], [-5.937208, -1.641604, 0.300608], [4.703931, -1.809096, 2.461090], [4.311056, 1.746527, -4.486510], [2.753503, -1.716362, -2.748677], [0.402979, -0.458417, -3.115814], [-2.057111, -0.515573, -5.122355], [-5.097337, 1.204644, -3.962677], [5.440199, -4.066238, -2.233831], [4.342388, 0.083246, -4.812720], [-2.672587, 1.060576, -4.698877], [3.818686, -0.706153, 1.477086], [2.303428, -1.970866, 3.000506], [-4.750500, 5.229763, 2.631702], [4.595172, -0.691804, -1.059389], [4.375831, -4.617697, 0.968108], [0.000331, -2.750884, -1.442319], [5.442691, 2.318604, 0.839597], [2.297719, 0.242013, -6.033486], [5.908342, -1.534202, -1.561688], [-4.054594, -2.634251, 3.696303], [-0.420627, 5.262671, 3.580373], [2.625605, 2.422578, 5.286676], [-2.850891, 0.514238, -6.362526], [3.657101, 0.237600, 3.400802], [4.029546, 4.653838, -0.135846], [1.250335, -2.918225, 2.025718], [5.421669, 3.956387, -0.971137], [-0.329341, 3.373074, 2.466163], [4.952992, 3.502399, 4.962092]],
  "forces_ev_per_a": [[-0.09, -0.56, 0.38], [0.36, -0.24, 0.74], [1.45, -0.28, -0.63], [-0.14, -1.50, 0.84], [-0.76, 0.03, -0.14], [0.31, -0.13, -0.49], [-0.63, -0.58, 0.25], [-0.37, 1.53, 0.48], [0.02, 1.23, 0.19], [-0.54, -1.69, 0.42], [-0.92, 0.34, -0.36], [0.34, -0.48, -1.27], [-0.37, 0.06, -0.83], [-1.63, -0.71, 0.99], [0.13, 1.81, 1.55], [-0.75, -0.54, 0.96], [-0.75, 0.54, 0.12], [-0.74, 1.13, -1.74], [0.07, -0.95, 0.17], [1.03, 0.73, -0.45], [0.78, -0.96, -0.28], [0.42, 0.40, 0.07], [0.34, 0.52, -0.83], [2.04, -2.42, 0.38], [-1.59, -0.60, 1.56], [-0.32, 1.04, -0.35], [0.06, -1.95, 1.07], [-0.97, -0.39, 1.78], [0.44, -1.23, -1.99], [-0.41, 0.43, -0.20], [0.49, 1.63, -0.12], [2.54, -1.30, 0.17], [-0.31, 0.62, 0.11], [1.56, -0.14, -0.97], [1.71, -0.32, -1.20], [-2.06, 1.34, 0.43], [-0.75, -1.05, 1.84], [-1.72, -0.71, -0.27], [0.72, 0.02, 0.05], [-1.60, 2.20, -1.25], [0.62, 1.16, -3.05], [0.01, 0.03, 0.84], [-0.55, -0.53, 0.37], [1.25, 0.50, -0.28], [-0.06, 2.19, 1.25], [-0.08, -1.37, 1.06], [0.23, 1.78, -0.04], [-3.54, -0.22, -1.99], [0.79, -1.29, 0.14], [1.23, 0.76, -0.67], [-0.12, -0.47, 0.61], [-1.84, -1.27, 0.28], [-0.75, -0.11, -0.70], [-0.54, 0.14, 0.10], [-1.33, -0.82, 0.29], [0.32, -0.15, -0.34], [0.30, 0.40, 0.34], [0.27, -0.25, -0.44], [-1.09, -0.36, -0.42], [-0.21, -1.87, 0.21], [0.84, -0.65, -0.13], [0.45, 0.92, -0.37], [-0.42, -0.36, 0.43], [0.52, -1.41, 0.34], [0.53, -0.77, -0.11], [1.21, -0.49, 0.49], [0.28, 0.25, 0.33], [-1.07, 0.24, 0.78], [0.19, 0.69, 0.51], [0.35, 0.13, 0.22], [-0.12, -0.08, 0.80], [-0.19, 0.34, 0.66], [-0.77, -0.58, 0.86], [0.10, 0.53, -0.14], [0.10, -1.23, -0.74], [0.29, -0.51, -0.86], [-0.11, -0.50, 0.23], [0.00, 0.21, -0.79], [-0.37, -0.13, -0.33], [0.30, 0.32, -0.34], [1.00, 0.31, 0.03], [-0.18, -0.11, 0.48], [0.65, 0.47, -0.16], [0.32, 0.06, 0.36], [-0.93, 0.60, 0.00], [0.09, -0.19, 0.04], [-0.42, 0.00, 0.31], [-0.98, 0.11, 2.24], [0.47, -0.19, -0.45], [0.83, 0.43, 0.23], [0.59, 1.36, -1.63], [1.05, -1.09, 0.68], [-0.25, 0.48, -0.02], [0.50, -0.17, -0.65], [0.83, -0.76, -0.20], [0.98, 0.71, 0.48], [-0.13, -0.26, 0.32], [0.02, 0.07, 0.06], [-0.74, 0.04, -0.61], [-0.77, 0.16, 0.00], [-0.48, -0.27, -0.03], [0.31, -0.04, 0.35], [-0.32, 0.24, -0.15], [-0.50, 0.21, -0.16], [-0.28, 0.59, 0.03], [0.48, -0.58, 0.78], [0.38, -0.18, 0.34], [-0.15, -0.04, -0.06], [-0.46, 0.06, 0.09], [0.30, -0.01, -0.18], [-0.28, -0.34, 0.49], [0.34, 0.18, -0.23], [-0.12, 0.21, -0.30], [-0.06, -0.53, -0.69], [-0.35, -1.18, 0.06], [-0.07, 0.15, -0.49], [-0.13, 0.33, -0.06], [-0.69, -0.92, -0.60], [-0.06, 1.36, -0.56], [0.64, 0.62, 0.66], [0.15, -0.34, 0.06], [-1.54, 0.17, -0.75], [-0.03, -1.05, 0.90], [0.12, 0.33, 0.37], [0.17, -0.40, -0.04], [0.63, 0.35, 0.19], [-0.45, 0.11, -0.69], [-0.38, 0.04, 0.41], [-0.37, -0.24, -0.19], [0.84, 1.27, 0.57], [0.00, 0.75, 0.35], [0.53, 0.32, 0.10], [-0.05, 0.34, -0.20], [0.49, 0.97, 0.42], [0.73, 0.10, -1.36], [-0.08, -0.16, 0.09], [0.40, 1.54, 1.07], [0.17, 0.51, -0.40], [0.09, 0.10, -1.02], [0.88, -0.43, -0.19], [-1.95, 3.23, -0.40], [-0.01, 0.32, 0.18], [0.13, -0.03, 0.07], [0.74, 0.69, -0.27], [0.04, 0.60, -0.23], [0.10, -0.51, -0.26], [0.87, 0.32, -0.19], [-0.09, -0.33, -0.37], [0.25, -0.04, -0.11], [-0.20, -0.29, 0.92], [0.65, -0.05, -0.50], [0.08, 0.05, 0.34], [-0.75, -0.81, -0.20], [2.95, 0.40, 0.27], [-0.79, -0.60, -0.24], [-0.04, -1.18, -0.09]]
}